# 1
DFT (ωB97M-V with the def2-TZVPD basis set) results for a single C14H10NO4PS molecule.

XYZ file:
```
31
Properties=species:S:1:pos:R:3:forces:R:3
N 4.2917 -1.2902 1.2570 0.02 0.21 -0.70
P 4.1577 -0.3512 0.0327 -0.08 -0.52 0.91
O 5.1557 0.9036 0.0820 -0.31 0.20 -0.08
O 4.4133 -0.9605 -1.4200 0.19 0.10 0.04
C 2.5217 0.3756 -0.1052 -0.06 0.11 -0.31
C 2.2485 1.6784 0.3112 -0.02 -0.16 -0.06
C 0.9571 2.1845 0.2636 0.08 -0.05 -0.11
C -0.0648 1.3754 -0.2079 -0.01 -0.03 0.06
C 0.2042 0.0748 -0.6373 -0.03 0.00 0.12
C 1.4944 -0.4273 -0.5975 -0.19 0.19 -0.02
C -0.9431 -0.7597 -1.1195 0.04 -0.09 -0.31
O -0.8472 -1.4914 -2.0775 0.00 0.04 0.36
C -2.2128 -0.5495 -0.3463 0.04 0.15 0.16
C -3.1032 -1.5663 -0.0035 -0.09 0.18 -0.28
S -2.7871 -3.2693 -0.4035 -0.01 -0.30 0.19
C -4.2449 -1.2452 0.7261 0.07 -0.10 0.01
C -4.5053 0.0579 1.1184 -0.07 -0.01 -0.02
C -3.6232 1.0717 0.7826 0.02 0.02 -0.10
C -2.4794 0.7639 0.0622 0.02 -0.05 -0.02
C -1.4858 1.8345 -0.2649 -0.03 0.15 -0.19
O -1.8052 2.9631 -0.5646 0.08 -0.16 0.39
H 4.5142 -2.2556 1.0563 -0.03 -0.04 0.29
H 5.0365 1.3632 0.9232 0.36 -0.01 0.06
H 5.1552 -1.5779 -1.3531 -0.03 -0.04 -0.26
H 3.0507 2.3083 0.6714 -0.04 0.05 0.00
H 0.7520 3.1936 0.5946 -0.08 0.01 -0.06
H 1.6702 -1.4384 -0.9399 0.09 -0.02 0.00
H -3.3996 -3.2868 -1.5922 0.05 0.10 -0.11
H -4.9246 -2.0470 0.9825 -0.01 0.03 0.05
H -5.4015 0.2715 1.6861 0.03 0.04 0.01
H -3.7955 2.0963 1.0830 -0.04 0.02 -0.03
```
Positions in Å, forces in eV/Å.

The value obtained for the maximum force is 1.05 eV/A. The molar mass comes out at 319.3 g mol⁻¹. As for the SMILES: N=P(O)(O)c1ccc2c(c1)C(=O)c1c(S)cccc1C2=O. The LUMO energy is -0.0318 hartree. The value obtained for the electronic energy is -1634.82376 hartree.



# 2
DFT (ωB97M-V with the def2-TZVPD basis set) results for a molecular structure, C14H11F2N2O4S.

XYZ file:
```
34
Properties=species:S:1:pos:R:3:forces:R:3
C 1.4054 -1.6477 1.9294 0.06 -0.56 0.64
C 1.4556 -1.3803 0.4478 0.10 0.93 0.35
O 1.8060 0.0988 0.2682 -0.64 -0.92 -1.21
C 1.3995 0.4705 -0.9753 -1.44 -1.43 -0.90
C 1.4907 1.9607 -1.5115 0.68 -1.27 1.83
C 0.9540 1.8334 -2.8630 -1.26 1.35 -4.45
N 0.5228 1.8915 -3.9632 1.53 -0.48 3.92
O 0.8498 -0.3478 -1.7117 1.10 1.24 0.76
H 1.3763 -2.7522 2.0790 0.12 0.65 -0.12
H 2.3112 -1.2632 2.4441 -0.67 -0.16 -0.22
H 0.4747 -1.2725 2.4026 0.69 0.12 -0.27
H 2.2164 -2.0026 -0.0540 -0.24 0.58 0.09
H 0.4835 -1.5600 -0.0316 0.51 0.11 0.22
H 2.6054 2.2376 -1.5017 -1.86 0.63 0.17
F 1.1670 6.6775 -2.8397 1.01 0.55 0.79
C 1.9800 6.4729 -1.7058 0.17 -1.54 0.64
F 1.3526 7.1525 -0.6714 -0.25 0.15 -0.30
S 2.1069 4.6613 -1.4190 3.61 1.98 -2.71
N 0.3260 4.8737 0.0581 -2.05 -0.09 0.80
C -0.6016 5.5502 0.9099 0.42 -0.69 0.28
O -0.9439 6.7139 0.9122 0.47 -1.00 -0.19
C -1.1570 4.4706 1.7822 -1.95 -0.64 1.65
C -0.7158 3.2566 1.2896 0.04 -1.36 -0.38
C -1.1176 1.9951 1.7045 0.25 0.32 -0.08
C -2.1133 1.9571 2.6936 0.14 0.52 -0.31
C -2.6524 3.1804 3.1831 0.27 -0.51 -0.06
C -2.1832 4.4516 2.7413 0.29 -0.98 0.17
C 0.1799 3.5677 0.1633 -0.07 3.96 -0.11
O 0.4632 2.6780 -0.7680 0.15 -2.16 -0.01
H 2.9697 7.0022 -1.7126 -0.85 -0.54 -1.02
H -0.6192 1.1284 1.2048 -0.80 0.60 0.70
H -2.4589 0.9678 3.0149 -0.13 0.61 0.16
H -3.4541 3.0945 3.9383 0.53 0.29 -0.45
H -2.5814 5.3637 3.1949 0.08 -0.27 -0.38
```
Positions in Å, forces in eV/Å.

The value obtained for the maximum force is 4.93 eV/A. The molar mass comes out at 341.3 g mol⁻¹. The calculation puts the energy relative to the best compared isomer or geometry (same formula, charge and spin) at 50.2 kcal per mole. The LUMO energy is 0.0763 hartree. The value obtained for the electronic energy is -1548.36245 hartree. As for the net charge: -1.



# 3
DFT (ωB97M-V with the def2-TZVPD basis set) results for a molecular structure, C14H11F7MnNO4Sb.

XYZ file:
```
39
Properties=species:S:1:pos:R:3:forces:R:3
Mn 0.5413 0.0763 0.8330 -0.65 -0.24 1.25
O -0.2310 -1.1956 4.4803 0.33 0.76 0.20
C -0.1050 -0.9988 3.2982 -2.01 -3.71 -0.47
O 0.4115 -0.0408 2.6609 1.40 2.76 0.65
C -0.7042 -2.1045 2.2111 0.48 1.21 3.51
O -1.3897 -3.0072 2.6205 -0.34 -0.55 -0.50
O -0.3281 -1.7907 1.0576 0.63 0.33 -3.07
C 0.5826 0.0727 -3.9281 0.06 -0.05 0.49
C -0.1777 -0.8365 -3.2069 0.11 0.17 -0.20
C -0.1539 -0.7970 -1.8265 -0.10 -0.18 0.30
N 0.5786 0.0893 -1.1279 0.17 -0.05 -2.16
C 1.3389 0.9462 -1.8332 0.07 0.17 0.25
C 1.3673 0.9700 -3.2151 -0.12 -0.04 -0.09
H 0.5768 0.0728 -5.0084 0.01 0.00 -0.05
H -0.7880 -1.5718 -3.7077 -0.06 -0.06 0.03
H -0.7381 -1.4993 -1.2438 0.05 0.05 0.14
H 1.9398 1.6429 -1.2575 0.00 -0.13 -0.03
H 1.9943 1.6871 -3.7222 0.06 0.04 0.04
F 2.7014 0.1498 0.8325 0.79 -0.05 -0.03
Sb 4.7226 0.1076 0.8705 -0.30 0.08 -0.31
F 4.6148 1.0675 -0.7979 0.03 -0.35 0.67
F 4.6426 1.7780 1.7839 0.02 -0.64 -0.31
F 6.6288 0.1025 0.8626 -0.74 0.04 -0.07
F 4.6615 -0.8561 2.5014 -0.06 0.36 -0.59
F 4.6217 -1.5131 -0.1362 0.02 0.63 0.45
F -5.0333 -1.5768 -0.0259 0.20 0.22 0.06
C -4.0360 -0.6827 0.2029 0.05 0.14 0.06
C -3.6025 -0.4568 1.5003 -0.35 -0.21 -0.26
C -2.5720 0.4298 1.7153 0.42 0.34 -0.47
C -1.9140 1.0760 0.6393 -1.52 -0.23 -0.16
C -0.7249 1.8722 0.8537 0.74 0.02 0.17
C -2.4680 0.8968 -0.6501 0.46 0.07 0.73
C -3.5069 0.0177 -0.8678 -0.34 -0.34 0.07
H -4.0656 -0.9819 2.3217 0.00 -0.08 0.04
H -2.2380 0.6189 2.7267 0.09 -0.06 0.02
H -0.6530 2.3127 1.8491 0.21 -0.21 -0.12
H -0.5268 2.6062 0.0724 0.17 -0.18 -0.04
H -2.0571 1.4532 -1.4808 0.10 0.02 -0.10
H -3.9114 -0.1371 -1.8566 -0.06 -0.03 -0.10
```
Positions in Å, forces in eV/Å.

Its expectation value of S² is 6.26. The value obtained for the maximum force is 4.25 eV/A. The molar mass comes out at 566.9 g mol⁻¹. The calculation puts the energy relative to the best compared isomer or geometry (same formula, charge and spin) at 22.8 kcal per mole. The LUMO energy (alpha / beta) is 0.0484 / 0.0555 hartree. The value obtained for the electronic energy is -2986.42520 hartree. As for the spin multiplicity: 5. As for the net charge: -1.



# 4
DFT (ωB97M-V with the def2-TZVPD basis set) results for a molecular structure, C14H11Mn.

XYZ file:
```
26
Properties=species:S:1:pos:R:3:forces:R:3
Mn 2.1562 -0.4150 -0.0598 -0.50 -0.28 -0.14
C 3.8715 -0.2817 1.5156 0.29 0.16 -0.05
C 4.4323 -0.3106 0.2206 0.03 0.12 0.08
C 4.0958 0.6846 -0.7216 0.28 0.09 0.18
C 3.1456 1.6583 -0.3987 0.24 0.09 0.01
C 2.5165 1.6287 0.8603 0.04 0.05 0.08
C 2.9069 0.6759 1.8288 0.21 0.15 0.13
H 4.1969 -0.9969 2.2600 -0.07 -0.07 -0.03
H 5.1882 -1.0469 -0.0201 -0.07 -0.06 -0.04
H 4.5952 0.7037 -1.6819 -0.08 -0.07 -0.04
H 2.9095 2.4470 -1.1007 -0.11 -0.07 -0.06
H 1.8031 2.3976 1.1221 -0.13 -0.08 -0.05
H 2.4781 0.7122 2.8212 -0.11 -0.06 -0.03
C 0.2465 -0.4363 -0.1701 0.06 -0.06 0.02
C -0.9855 -0.4795 -0.2513 -0.07 0.14 -0.02
C -2.3598 -0.5408 -0.3875 0.03 -0.03 -0.04
C -2.9364 -0.4502 -1.6965 0.00 0.03 0.05
C -4.2902 -0.5363 -1.8381 0.01 -0.01 0.12
C -5.0918 -0.6900 -0.6911 -0.12 0.00 -0.01
C -4.5454 -0.7853 0.6038 0.02 0.01 -0.13
C -3.1931 -0.7132 0.7630 0.04 -0.01 0.00
H -2.2870 -0.3155 -2.5502 0.02 -0.03 0.01
H -4.7505 -0.4888 -2.8146 0.00 0.04 0.00
H -6.1679 -0.7284 -0.8083 0.01 -0.04 0.00
H -5.1988 -0.9178 1.4542 0.00 0.03 0.01
H -2.7359 -0.7745 1.7409 0.01 -0.03 -0.01
```
Positions in Å, forces in eV/Å.

Its expectation value of S² is 6.14. The value obtained for the maximum force is 0.59 eV/A. The molar mass comes out at 234.2 g mol⁻¹. The LUMO energy (alpha / beta) is -0.3325 / -0.3665 hartree. The value obtained for the electronic energy is -1690.31832 hartree. As for the spin multiplicity: 5. As for the net charge: +2.